(1)
The following is a quantum chemistry calculation of a cluster of 9 separate species, C27H72O9 in total in a non-equilibrium geometry, from the OMol25 dataset.

The geometry in XYZ format:
```
108
Properties=species:S:1:pos:R:3:forces:R:3:lowdin_charge:R:1
O 30.574 -16.452 -18.021 0.127 0.085 -0.032 -0.05
O 37.176 -13.420 -11.533 -0.317 0.265 -0.061 -0.07
O 33.264 -11.189 -7.172 -0.129 -0.165 -0.068 -0.05
O 34.423 -13.617 -12.429 -0.330 0.311 -0.231 -0.09
O 34.432 -20.773 -8.514 0.235 0.139 -0.051 -0.05
O 39.057 -17.317 -13.736 0.045 -0.343 0.255 -0.08
O 33.618 -11.495 -14.380 0.035 0.327 0.161 -0.07
O 27.113 -13.092 -12.208 -0.053 -0.343 -0.130 -0.05
O 38.565 -17.969 -16.435 -0.021 0.082 -0.191 -0.07
C 34.027 -14.976 -12.646 0.468 0.492 0.059 -0.46
C 34.745 -15.524 -13.857 -0.028 -0.374 -0.605 -0.06
C 28.650 -13.062 -14.084 -0.072 -0.302 -0.310 -0.06
C 37.904 -17.106 -17.377 -0.382 -0.238 0.000 -0.47
C 32.648 -10.684 -13.687 -0.138 -0.774 -0.692 -0.47
C 37.451 -11.830 -13.365 -0.355 0.557 0.030 -0.05
C 37.468 -12.048 -11.861 0.646 -0.112 -0.085 -0.47
C 33.750 -20.461 -9.737 -0.114 -0.211 0.471 -0.49
C 33.932 -12.250 -9.182 -0.199 0.568 0.386 -0.06
C 33.117 -13.624 -7.207 0.179 0.253 0.325 -0.06
C 36.442 -17.042 -16.971 -0.215 0.444 -0.003 -0.05
C 37.527 -18.640 -12.405 0.228 1.018 -0.129 -0.06
C 31.249 -15.738 -15.789 0.709 0.226 -0.249 -0.05
C 38.829 -11.657 -11.290 0.198 -0.091 -0.164 -0.06
C 38.061 -17.642 -18.786 -0.075 -0.158 -0.266 -0.06
C 39.746 -17.830 -11.539 0.153 -0.011 0.076 -0.06
C 33.533 -21.712 -10.562 0.216 -0.348 -0.125 -0.07
C 34.563 -19.414 -10.468 -0.068 0.105 -0.218 -0.06
C 32.307 -11.358 -12.387 0.089 0.171 1.036 -0.07
C 34.264 -15.776 -11.388 -0.613 -0.821 -0.001 -0.04
C 32.986 -12.326 -7.992 0.157 -0.380 -0.415 -0.50
C 29.406 -13.718 -11.769 -0.450 0.192 0.535 -0.06
C 31.455 -10.535 -14.617 -0.092 0.498 0.159 -0.06
C 31.083 -16.898 -16.762 -0.331 -0.146 0.058 -0.50
C 28.256 -13.734 -12.770 0.590 0.486 -0.123 -0.48
C 32.390 -17.603 -17.067 -0.347 0.084 -0.201 -0.06
C 38.989 -18.350 -12.741 -0.330 0.511 -0.266 -0.49
H 34.453 -18.432 -10.013 0.011 -0.010 0.051 0.07
H 29.790 -12.708 -11.607 0.064 0.024 -0.309 0.06
H 34.971 -12.373 -8.872 -0.008 -0.108 -0.021 0.09
H 32.183 -18.466 -17.700 0.122 -0.092 0.092 0.08
H 36.446 -11.847 -13.792 0.004 -0.315 0.082 0.07
H 36.934 -18.666 -13.322 0.050 -0.744 0.001 0.08
H 35.326 -15.950 -11.212 0.034 0.265 0.179 0.08
H 40.802 -17.691 -11.770 0.003 -0.099 0.010 0.08
H 33.153 -14.494 -7.862 -0.206 -0.021 -0.027 0.07
H 31.127 -11.510 -14.967 0.002 -0.045 -0.061 0.06
H 33.798 -16.766 -11.461 0.116 0.053 -0.234 0.07
H 27.984 -14.770 -12.975 -0.260 0.004 0.146 0.14
H 33.809 -11.242 -9.583 0.204 -0.063 -0.160 0.07
H 32.957 -14.917 -12.862 -0.025 -0.022 0.039 0.13
H 36.314 -16.355 -16.133 -0.025 -0.202 0.130 0.06
H 39.002 -12.075 -10.299 -0.233 0.130 0.103 0.08
H 39.636 -12.035 -11.929 -0.104 -0.016 -0.035 0.08
H 35.840 -16.637 -17.787 0.078 0.001 -0.031 0.08
H 32.780 -20.030 -9.458 -0.030 -0.023 -0.189 0.13
H 33.763 -15.317 -10.536 0.333 0.246 0.095 0.07
H 30.227 -14.374 -12.055 0.014 -0.010 -0.011 0.07
H 33.675 -12.961 -9.964 0.052 -0.110 0.041 0.06
H 34.223 -19.361 -11.506 -0.031 0.161 0.032 0.08
H 28.017 -13.400 -14.907 -0.123 0.138 0.086 0.08
H 34.365 -16.509 -14.148 -0.014 0.012 0.133 0.08
H 39.645 -18.499 -10.682 0.056 -0.028 -0.032 0.08
H 38.087 -12.561 -13.865 0.051 0.032 -0.064 0.09
H 37.449 -19.508 -11.757 -0.301 -0.148 -0.178 0.07
H 31.713 -9.898 -15.465 0.052 -0.211 -0.127 0.08
H 29.676 -13.296 -14.371 0.031 0.020 0.143 0.05
H 33.073 -9.693 -13.500 0.094 -0.018 0.088 0.13
H 39.430 -18.186 -16.795 0.074 0.011 0.080 0.10
H 28.999 -14.008 -10.796 0.173 -0.321 -0.065 0.08
H 33.025 -21.501 -11.503 -0.009 0.072 0.034 0.08
H 32.184 -15.215 -16.025 -0.120 0.064 -0.045 0.08
H 32.944 -22.466 -10.032 -0.077 0.136 0.085 0.08
H 35.825 -15.630 -13.715 -0.039 0.083 0.245 0.08
H 39.100 -17.827 -19.076 0.042 0.123 0.154 0.08
H 37.110 -17.756 -11.905 0.149 -0.176 0.320 0.07
H 28.556 -11.977 -14.007 0.091 0.023 0.046 0.08
H 32.041 -12.412 -12.473 -0.083 0.034 -0.406 0.07
H 32.878 -17.917 -16.145 0.112 -0.037 -0.037 0.08
H 36.695 -11.436 -11.396 -0.153 -0.234 0.140 0.14
H 37.871 -13.963 -11.924 0.001 -0.061 -0.034 0.10
H 33.928 -12.178 -13.765 0.029 -0.025 0.005 0.03
H 27.332 -12.158 -12.120 -0.043 0.034 0.027 0.08
H 31.348 -16.061 -14.751 -0.240 -0.103 -0.012 0.08
H 37.816 -10.819 -13.569 0.191 -0.135 -0.090 0.09
H 30.373 -17.634 -16.357 0.055 0.083 0.107 0.13
H 34.498 -22.177 -10.790 -0.007 0.104 -0.064 0.09
H 31.967 -12.256 -8.400 -0.019 0.072 0.162 0.13
H 37.523 -18.588 -18.893 0.009 0.015 0.072 0.09
H 30.623 -10.037 -14.109 0.040 -0.086 0.050 0.08
H 34.593 -14.868 -14.718 -0.027 0.065 0.075 0.08
H 32.676 -11.227 -6.412 0.008 0.062 0.072 0.08
H 34.212 -21.664 -8.227 -0.144 0.043 -0.083 0.08
H 35.368 -13.570 -12.220 0.226 -0.308 0.168 0.05
H 33.026 -16.925 -17.638 0.127 0.013 0.166 0.08
H 39.353 -16.852 -11.251 -0.116 -0.040 -0.030 0.08
H 33.185 -11.342 -11.738 -0.018 -0.015 -0.012 0.06
H 29.775 -15.939 -17.866 -0.008 -0.020 0.005 0.08
H 34.044 -13.614 -6.626 0.045 0.048 -0.128 0.08
H 38.755 -17.694 -14.577 0.033 0.234 -0.088 0.04
H 39.460 -19.259 -13.135 0.056 -0.005 0.077 0.14
H 32.300 -13.724 -6.486 -0.039 -0.150 -0.114 0.07
H 35.624 -19.651 -10.491 -0.028 -0.221 0.126 0.06
H 31.508 -10.863 -11.828 -0.023 0.143 -0.194 0.09
H 37.641 -16.944 -19.511 0.022 0.031 0.043 0.08
H 38.299 -16.088 -17.302 0.273 -0.106 -0.035 0.14
H 38.936 -10.572 -11.259 -0.013 -0.013 0.081 0.08
H 30.452 -15.002 -15.893 -0.166 -0.143 0.180 0.06
H 36.027 -18.016 -16.714 0.185 -0.094 0.007 0.09
```
Forces are in eV/Å.

The total charge is 0. The value obtained for the relative energy (zero: lowest compared OMol25 entry of this formula, charge and spin) is 24.2 kcal per mole. For the energy, the calculation gives -47594.06423 eV. For the gap between HOMO and LUMO, the calculation gives 10.24 eV. Its structure (SMILES) is CC(C)O.CC(C)O.CC(C)O.CC(C)O.CC(C)O.CC(C)O.CC(C)O.CC(C)O.CC(C)O.

---

(2)
The following is a quantum chemistry calculation of a structure of composition C27H73AgN6O7Pd in a non-equilibrium geometry, from the OMol25 dataset.

The geometry in XYZ format:
```
115
Properties=species:S:1:pos:R:3:forces:R:3:lowdin_charge:R:1
Ag -3.758 0.346 1.724 0.427 -0.994 0.461 0.79
Pd -3.227 0.372 -1.701 0.458 -1.145 -0.589 0.71
O 3.706 0.412 -4.523 2.312 0.195 0.286 -0.19
O -1.658 0.201 0.004 -0.759 0.113 -0.175 -0.12
O -1.899 1.185 -3.624 2.615 0.197 1.040 -0.24
O 0.122 -3.579 -2.558 -0.271 -0.207 -0.121 -0.22
O -1.994 0.077 6.100 0.868 0.647 2.050 -0.21
O 3.009 -1.182 7.714 -0.243 -0.322 -0.377 -0.16
O 1.142 4.995 -1.946 -0.215 -0.651 -0.328 -0.21
N -1.916 -1.646 -2.445 0.495 -1.015 -0.381 0.04
N -4.626 0.687 -3.537 0.731 -0.329 2.071 0.01
N -3.832 -1.457 3.377 -0.066 -0.140 -0.650 -0.01
N 5.150 -2.175 -4.389 -0.274 0.088 1.012 0.06
N 3.888 -1.047 4.768 -0.205 -0.835 0.391 0.03
N 3.732 3.780 -1.657 -0.824 -0.200 -0.212 0.07
C -2.214 -2.994 -3.022 -1.919 -0.821 -0.067 -0.35
C 0.026 0.079 1.821 0.156 0.770 -0.232 -0.05
C 3.966 -2.558 -2.240 0.909 -0.589 0.427 -0.07
C -0.322 0.192 0.327 0.477 -1.846 1.203 -0.47
C -3.401 -2.783 -4.089 3.080 -0.903 1.373 -0.02
C -0.924 2.061 -3.073 0.734 -0.471 1.535 -0.07
C 2.456 0.777 4.396 -0.462 -0.683 1.510 -0.05
C -2.766 1.918 -4.353 -1.957 0.350 -1.700 -0.27
C -0.102 -4.328 -1.361 0.134 0.058 -0.261 -0.10
C 2.501 3.299 -1.034 1.156 -0.047 1.345 -0.44
C -3.844 0.938 -4.728 -1.012 0.934 -2.510 -0.41
C -3.562 -1.009 4.747 0.537 0.713 -0.049 -0.41
C -2.503 1.282 6.731 0.389 -1.020 -0.698 -0.03
C -2.168 -0.271 4.780 -1.783 -0.456 1.476 -0.22
C 1.614 4.486 -0.704 -1.900 -0.224 -0.562 -0.19
C 3.845 -0.319 -3.285 -1.930 -0.685 -0.901 -0.17
C 0.631 -0.746 -0.500 -1.176 1.033 -0.958 0.00
C 2.283 -0.580 6.638 -0.032 0.656 0.781 -0.22
C -3.768 -2.243 5.625 0.048 0.676 0.748 -0.03
C -0.931 -3.825 -3.511 -0.310 2.276 0.424 -0.13
C 2.116 -1.643 8.719 -0.872 -0.006 -0.067 -0.11
C 2.930 2.563 0.246 0.084 0.037 0.092 -0.05
C -0.008 5.808 -1.888 1.425 1.838 -0.525 -0.11
C 2.531 0.345 -5.265 -0.971 0.297 0.389 -0.12
C -4.786 1.524 -5.798 0.016 0.477 0.374 -0.03
C 3.162 -0.042 5.538 0.606 0.710 -0.830 -0.42
C 3.968 -1.846 -3.533 0.400 2.001 -2.004 -0.44
H 5.196 -1.596 -5.216 -0.711 0.082 -0.357 0.07
H -1.310 -0.915 4.589 -0.161 -0.227 -0.620 0.12
H -5.744 1.008 -5.870 0.273 -0.562 -0.222 0.09
H -1.965 2.158 6.369 -0.165 0.100 -0.185 0.09
H -4.662 -2.022 3.490 -1.084 0.437 -0.585 0.08
H -1.257 -1.879 -1.716 0.185 0.338 0.340 0.02
H 2.064 -0.639 -5.222 -0.412 0.097 0.281 0.08
H -2.157 0.623 4.157 -0.106 0.103 -0.646 0.10
H -5.111 2.515 -5.481 0.259 0.391 -0.129 0.09
H 2.928 -0.156 -2.718 -0.637 -0.063 0.202 0.09
H 3.905 0.596 6.015 0.059 0.144 0.001 0.14
H -0.284 2.643 -3.735 -0.334 -0.241 -0.583 0.11
H -2.882 -2.226 -4.869 -0.562 0.093 -0.416 0.06
H 1.914 1.191 -4.962 -0.896 -0.292 0.719 0.07
H 3.778 1.880 0.187 0.341 0.253 -0.832 0.08
H -5.477 0.165 -3.690 0.032 -0.372 -0.129 0.11
H -1.414 2.749 -2.384 -0.124 0.330 -0.004 0.09
H 5.975 -1.833 -3.917 0.411 -0.298 0.531 0.07
H 0.718 4.138 -0.191 -0.243 -0.530 0.457 0.11
H 0.044 6.378 -2.816 -0.544 -0.326 -0.340 0.10
H 4.585 0.056 -2.578 0.750 0.370 -0.887 0.12
H 0.341 -1.797 -0.510 0.251 0.027 0.689 0.06
H 4.332 -1.700 5.399 0.665 0.123 0.427 0.08
H 1.086 0.328 1.780 0.023 0.097 0.657 0.06
H -0.279 1.436 -2.454 0.200 0.008 -0.111 0.07
H 0.528 -0.447 -1.543 0.301 0.024 -0.172 0.06
H -1.003 5.388 -1.746 0.186 -0.652 0.162 0.08
H 2.557 0.597 -6.325 1.435 -0.334 -0.201 0.09
H -3.919 -2.055 6.688 0.562 0.408 0.023 0.10
H 1.851 1.628 4.708 0.626 0.466 0.259 0.07
H -0.489 0.827 2.423 0.063 0.273 -0.101 0.07
H -0.919 -3.913 -0.771 -0.373 0.005 0.029 0.07
H 1.792 0.291 7.072 -0.629 0.119 -0.043 0.13
H 4.175 2.930 -1.976 0.618 0.032 -0.256 0.07
H 1.548 -1.283 6.246 -0.276 -0.184 -0.091 0.12
H 1.670 0.148 3.976 0.278 -0.478 -0.445 0.03
H -2.322 2.402 -5.223 0.225 -0.202 -0.249 0.15
H -3.622 -3.796 -4.425 -0.704 0.359 -0.260 0.08
H 3.156 -1.654 4.426 -0.283 -0.231 -0.741 0.06
H -0.692 -3.371 -4.472 0.748 0.042 0.020 0.12
H -3.207 2.734 -3.780 -0.150 0.340 0.366 0.14
H -3.582 1.356 6.595 -0.035 0.229 0.010 0.08
H -2.266 1.156 7.787 -0.149 0.004 -0.131 0.10
H 1.660 -0.863 9.328 0.695 0.634 0.263 0.08
H 4.732 -2.101 -1.614 0.127 -0.064 0.287 0.09
H -2.944 -2.949 5.519 -0.190 -0.229 -0.098 0.10
H -4.922 1.609 -3.249 -0.503 0.283 0.078 0.09
H 2.204 1.881 0.687 -0.658 0.576 0.274 0.04
H -4.192 -2.205 -3.612 -0.078 -0.360 -0.245 0.06
H 1.939 5.315 -0.075 1.024 -0.173 -0.046 0.14
H 1.972 2.649 -1.731 -0.523 -0.181 0.017 0.12
H 1.655 -0.538 -0.192 -0.128 -0.355 0.069 0.10
H -0.331 -5.363 -1.616 -0.003 -0.107 0.173 0.10
H 2.542 -2.407 9.370 0.426 0.253 -0.269 0.09
H 1.195 -2.049 8.301 0.080 -0.609 -0.584 0.07
H 0.768 -4.296 -0.706 0.257 0.032 -0.422 0.09
H 3.103 -2.085 -4.152 -0.142 -0.385 0.137 0.12
H 4.305 -3.573 -2.448 -0.357 -0.206 0.389 0.09
H -0.020 1.202 0.051 0.162 0.768 -0.370 0.15
H -3.362 0.094 -5.221 -0.119 -0.532 0.831 0.14
H 3.256 0.991 3.688 -0.443 0.249 -0.116 0.08
H -2.593 -3.556 -2.169 -0.410 -0.056 -0.059 0.12
H -4.748 -2.649 5.376 0.139 -0.489 -0.371 0.09
H -0.979 -4.899 -3.691 -0.867 -0.016 0.260 0.13
H 3.363 4.218 -2.489 0.594 0.503 -0.522 0.07
H -4.333 -0.276 4.985 0.097 0.190 0.164 0.13
H 3.269 3.359 0.908 -0.246 -0.287 0.524 0.09
H -1.332 -1.198 -3.136 0.156 0.605 -0.288 0.08
H -4.290 1.587 -6.767 -0.213 0.017 0.011 0.10
H 3.025 -2.509 -1.691 -0.098 -0.183 -0.233 0.06
H -3.225 -2.263 3.331 1.020 -0.076 -1.001 0.08
H 0.181 6.623 -1.189 -0.354 -0.114 0.687 0.09
H -0.051 -0.845 2.394 -0.234 -0.464 -0.766 0.09
```
Forces are in eV/Å.

The total charge is +2. For the energy, the calculation gives -59911.78276 eV. For the gap between HOMO and LUMO (spin up / spin down), the calculation gives 5.07 / 3.79 eV. The spin multiplicity is 3.

---

Which formula does entry 1 have?
C27H72O9

---

total charge of number 2 (C27H73AgN6O7Pd)?
+2

---

Among the records above, which one has the highest energy?
C27H72O9

---

Which value of total charge does entry 1 give?
0